The following is a quantum chemistry calculation of a molecular structure, C16H17F3MoN3SSe3, from OMol25.

```
! RIJCOSX wB97M-V def2-TZVPD def2/J DEFGRID3
* xyz 3 3
Mo 0.176 0.271 0.277
F 3.923 5.006 -0.179
C 3.092 4.351 -0.977
F 3.415 4.592 -2.238
F 1.849 4.797 -0.761
C 3.191 2.862 -0.690
C 4.453 2.264 -0.703
C 4.594 0.909 -0.447
C 3.469 0.166 -0.170
N 2.250 0.732 -0.156
C 2.116 2.056 -0.419
S 0.378 2.467 -0.356
H 5.324 2.874 -0.915
H 5.564 0.432 -0.462
H 3.534 -0.894 0.031
C -3.817 0.440 -0.554
Se -2.391 0.876 0.693
C -2.740 -0.373 2.147
C -1.812 -0.038 3.293
Se 0.096 -0.138 2.792
C 0.775 1.481 3.652
H -3.876 -0.629 -0.718
H -3.606 0.977 -1.473
H -4.720 0.830 -0.097
H -2.630 -1.391 1.786
H -3.771 -0.216 2.458
H -1.913 -0.755 4.105
H -1.958 0.969 3.675
H 0.262 2.348 3.254
H 1.844 1.521 3.470
H 0.582 1.347 4.713
Se 1.216 -2.852 0.196
N 0.056 -1.567 -0.541
C -0.811 -2.244 -1.338
C -1.765 -1.682 -2.199
C -2.536 -2.538 -2.943
C -2.425 -3.964 -2.868
C -1.508 -4.544 -2.064
C -0.658 -3.687 -1.292
N 0.321 -4.133 -0.535
H -1.844 -0.611 -2.321
H -3.257 -2.118 -3.636
H -3.070 -4.576 -3.485
H -1.374 -5.617 -2.006
*
```

Results
Kohn-Sham gap (spin up / spin down): 6.2 / 6.7 eV
Energy: -8753.3968 hartree
Strongest force on any atom: 0.9 eV/Å
Expectation value of S²: 2.0529
LUMO level (spin up / spin down): -12.1502 / -11.7607 eV